Here is a gas-phase ion, C3H12ClO6P4 (charge +1) in a non-equilibrium geometry from the OMol25 dataset. Energies are from ωB97M-V/def2-TZVPD.

Last column: Löwdin charge in e.
Positions of all 26 atoms, in Å:
C -1.19837 -2.53679 0.99784  -0.12
C -1.29684 -1.76536 -0.29866  -0.79
Cl -2.19263 -2.78131 -1.48358  0.66
C 0.06763 -1.48859 -0.93864  -0.40
P 0.84834 0.10927 -0.47528  0.75
P -0.47743 1.75456 0.05637  0.68
P -0.23423 2.04018 2.24168  0.18
O 0.81511 3.02850 2.44302  -0.28
O 0.00584 0.66260 2.98842  -0.13
O -1.66597 2.45866 2.74582  -0.11
P 2.00929 0.77536 -2.26226  0.26
O 3.17444 -0.07641 -2.38841  -0.24
O 0.99210 0.73164 -3.46443  -0.09
O 2.26027 2.31625 -2.06625  -0.12
H -2.20299 -2.73577 1.35537  0.09
H -0.68289 -1.96297 1.76755  0.07
H -0.70055 -3.48810 0.84704  0.09
H -1.90261 -0.87635 -0.18816  0.05
H 0.77453 -2.26988 -0.66944  0.11
H -0.02028 -1.50392 -2.02166  0.06
H 1.82069 -0.12342 0.50645  0.02
H -1.79103 1.27459 -0.11391  -0.10
H 0.86094 0.31226 2.72452  0.06
H -2.06869 3.11538 2.16461  0.10
H 0.08488 0.51024 -3.22775  0.08
H 2.72043 2.51939 -1.24028  0.10

Atomic forces in eV per Å
C -0.26 0.29 0.13
C 0.04 -0.76 -0.29
Cl -0.05 0.08 -0.01
C -0.11 0.23 0.24
P -0.50 -0.45 -0.30
P 0.12 1.09 -0.26
P 0.27 0.54 0.93
O 0.39 -0.11 -0.64
O -0.73 -0.10 -0.46
O -0.11 -0.73 -0.38
P 0.73 0.21 -0.80
O 0.03 -0.38 0.40
O -0.12 -0.01 0.55
O -0.57 -0.17 0.39
H -0.07 -0.06 0.14
H 0.12 0.07 0.07
H 0.15 -0.10 -0.04
H 0.01 0.20 0.04
H 0.16 -0.09 -0.03
H 0.07 0.13 -0.15
H -0.01 0.16 0.08
H 0.17 -0.64 0.17
H 0.37 -0.15 0.46
H -0.21 0.32 0.27
H -0.24 0.13 -0.38
H 0.35 0.31 -0.14

Its net charge is +1. Its strongest force on any atom is 1.13 eV/Å.

=====

Here is a molecular structure, C3H12IrN3O11P2S in a non-equilibrium geometry from the OMol25 dataset. Energies are from ωB97M-V/def2-TZVPD.

Last column: Löwdin charge in e.
Positions of all 33 atoms, in Å:
Ir 0.11860 0.09619 0.32471  1.40
N 1.35407 0.64415 4.40086  0.18
C 0.87140 1.77766 3.52368  -0.50
C 0.81378 3.07715 4.30253  -0.06
P 2.19527 1.78956 2.19441  0.32
O 1.91162 3.09958 1.35714  -0.09
O 3.46306 1.81389 2.95104  -0.27
O 1.90678 0.53417 1.37293  -0.42
P -0.65504 1.19656 2.70813  0.32
O -1.81254 1.69334 3.67609  -0.09
O -0.73467 1.82633 1.33128  -0.35
O -0.51695 -0.30728 2.66741  -0.34
H 2.38545 0.67608 4.40269  0.14
H 0.99594 -0.22206 3.95756  0.13
H 0.99057 0.71142 5.35063  0.17
H 1.80974 3.36600 4.64121  0.09
H 0.13523 3.00016 5.15457  0.08
H 0.44087 3.86725 3.65268  0.10
H 1.08595 3.02496 0.84610  0.08
H -2.68375 1.70613 3.25521  0.11
O -2.72217 0.99949 -1.86242  -0.28
S -1.56018 0.17285 -1.77748  0.36
O -1.25161 -0.65891 -2.89870  -0.29
O -0.29062 1.02693 -1.38413  -0.46
O -1.55466 -0.64089 -0.44677  -0.46
N 3.34550 -0.96536 -1.27974  0.22
C 2.49961 -1.50963 -0.39822  -0.63
N 2.98811 -2.29622 0.57896  0.20
O 1.26589 -1.36313 -0.55402  -0.12
H 4.34292 -1.04243 -1.20269  0.12
H 2.94749 -0.36316 -1.98101  0.13
H 3.96115 -2.26570 0.82708  0.12
H 2.33180 -2.56344 1.29209  0.12

Atomic forces in eV per Å
Ir -0.03 0.93 1.08
N -0.07 -0.03 0.02
C 0.02 0.11 -0.16
C -0.01 0.01 -0.02
P -0.02 -0.25 -0.04
O -0.04 0.06 0.03
O -0.02 0.01 0.04
O 0.10 0.39 -0.31
P -0.16 -0.62 0.25
O 0.04 0.17 -0.10
O -0.21 -0.45 -0.36
O 0.26 -0.06 0.14
H 0.02 0.02 -0.01
H 0.05 0.01 0.03
H 0.00 0.00 0.00
H 0.00 -0.01 0.01
H 0.00 0.00 0.00
H 0.00 0.00 0.01
H 0.03 -0.01 -0.04
H -0.01 -0.01 0.02
O 0.04 0.08 -0.03
S 0.05 -0.04 0.04
O -0.05 -0.03 -0.02
O 0.59 -0.15 -0.20
O -0.17 0.13 -0.14
N 0.03 0.03 0.04
C 0.04 0.13 -0.17
N 0.00 0.04 0.03
O -0.47 -0.43 -0.11
H 0.00 -0.01 -0.01
H -0.03 0.00 0.00
H 0.00 -0.01 0.00
H -0.01 -0.02 -0.01

For the energy above the lowest of the compared OMol25 structures with the same formula, charge and spin, the calculation gives 71.2 kJ/mol. Its strongest force on any atom is 1.42 eV/Å.

=====

Here is 2 unconnected molecules or ions with the total composition C3H12N in a non-equilibrium geometry from the OMol25 dataset. Energies are from ωB97M-V/def2-TZVPD.

Last column: Löwdin charge in e.
Positions of all 16 atoms, in Å:
N -0.39973 2.17759 1.14110  0.37
H -1.28708 2.57532 1.23731  0.14
H 0.31152 2.88296 0.98840  0.18
H -0.41384 1.68080 0.28428  0.11
H -0.40017 1.47203 1.85795  0.13
C -0.03484 -0.95745 0.82216  -0.15
C 0.74791 -0.85032 -0.55620  -0.34
C -0.16823 -1.01007 -1.73387  -0.13
H 0.13638 -2.03282 1.12747  0.09
H 0.63204 -0.37802 1.50578  0.05
H -1.24397 -0.82708 0.74877  0.13
H 1.44889 0.03962 -0.60604  0.11
H 1.50114 -1.63720 -0.53820  0.10
H 0.56845 -1.03709 -2.61549  0.11
H -0.72223 -0.15724 -1.88345  0.03
H -0.67623 -1.94104 -1.77995  0.07

Atomic forces in eV per Å
N 0.19 -0.21 -0.65
H -1.92 1.47 0.02
H 0.55 0.15 1.10
H -0.11 -1.13 -1.42
H 1.29 -0.35 0.88
C 0.03 -1.19 -0.75
C 0.06 0.15 1.42
C 4.23 -0.70 -1.88
H -0.64 1.22 -0.01
H -1.36 -0.15 0.31
H 3.08 0.27 0.41
H -1.24 -0.35 -0.09
H -0.17 -0.27 -0.04
H -1.29 0.00 0.76
H -1.90 1.68 -0.35
H -0.81 -0.58 0.28

Its net charge is +1. For the energy above the lowest of the compared OMol25 structures with the same formula, charge and spin, the calculation gives 143.7 kJ/mol. Its strongest force on any atom is 4.68 eV/Å.

=====

Here is 2 unconnected molecules or ions with the total composition C3H12N2 in a non-equilibrium geometry from the OMol25 dataset. Energies are from ωB97M-V/def2-TZVPD.

Last column: Löwdin charge in e.
Positions of all 17 atoms, in Å:
C 2.00774 -1.06072 0.20936  -0.07
N 1.01352 0.02390 0.07506  -0.23
N 1.52328 1.36735 0.03160  0.04
H 0.35113 -0.19601 -0.73213  0.13
H 2.18865 1.44292 -0.73500  0.08
H 2.01465 1.55500 0.90063  0.08
H 1.45888 -2.00055 0.25676  0.09
H 2.59952 -0.91217 1.11218  0.08
H 2.67919 -1.06518 -0.65210  0.08
C -1.64971 -0.56140 0.12050  -0.29
C -2.39640 0.69000 -0.36015  -0.26
H -3.49265 0.62309 -0.32156  0.04
H -1.95080 -1.41530 -0.50071  0.01
H -1.99939 -0.83609 1.12393  0.00
H -0.09726 -0.14536 0.62638  0.14
H -2.14758 0.93503 -1.39799  0.04
H -2.10278 1.55550 0.24325  0.04

Atomic forces in eV per Å
C -0.12 0.36 -0.12
N 0.09 -0.12 -0.85
N -0.15 -0.42 -0.35
H 1.29 0.76 0.65
H 0.03 0.02 0.13
H -0.11 -0.13 -0.07
H 0.04 -0.02 0.05
H -0.13 -0.03 0.03
H -0.01 -0.07 0.02
C 0.57 0.31 1.16
C 0.17 0.10 0.11
H 0.08 -0.07 0.05
H 0.45 -0.05 -0.07
H -0.26 0.05 -0.02
H -1.87 -0.77 -0.66
H 0.04 0.03 0.01
H -0.12 0.05 -0.09

For the energy above the lowest of the compared OMol25 structures with the same formula, charge and spin, the calculation gives 396.0 kJ/mol. Its strongest force on any atom is 2.13 eV/Å.

=====

Number 1: HOMO-LUMO gap 9.696 eV. Number 2: HOMO-LUMO gap 8.182 eV. Number 3: HOMO-LUMO gap 10.481 eV. Number 4: HOMO-LUMO gap 7.361 eV.